(1)
62
Properties=species:S:1:pos:R:3:forces:R:3:lowdin_spin:R:1 method="wB97M-V/def2-TZVPD" e_above_lowest_kcal_mol=79.5 multiplicity=5 homo_lumo_gap_ev="6.20 / 5.63" e_tot_ev=-42806.579 charge=+1
C 0.669051 -1.522377 2.012880 0.9 -1.7 4.3 0.111
C -0.174205 -0.428144 2.246894 0.0 0.5 5.1 0.093
C -1.366339 -0.616348 1.535642 -3.3 0.3 1.3 0.061
H -0.021863 0.377795 2.940345 0.2 0.0 0.1 0.004
C -1.240609 -1.823205 0.823930 -4.2 -2.8 0.3 0.086
C -0.004407 -2.395314 1.144651 0.6 -3.3 0.5 0.055
H -2.038815 -2.307577 0.269006 0.3 0.1 0.2 0.017
C 3.388351 1.009375 0.315901 -0.2 -0.3 0.5 0.142
C 2.599465 1.013094 1.459720 1.0 0.2 -0.3 0.188
C 1.318603 1.574233 1.124902 -0.2 1.0 -1.3 0.212
H 2.916294 0.780108 2.466882 0.1 -0.2 -0.1 0.006
C 1.346712 1.897326 -0.268640 -0.5 -0.1 0.9 0.155
C 2.620080 1.505620 -0.789424 -0.3 0.6 0.4 0.361
H -2.255624 0.009462 1.549549 0.3 0.0 0.1 0.005
H 0.317526 -3.364366 0.777668 0.1 0.3 0.0 0.002
H 1.651885 -1.678296 2.432455 0.0 0.1 -0.1 0.016
H 2.999003 1.703697 -1.800560 -0.3 -0.2 0.6 0.016
H 0.602016 2.035157 1.805468 0.4 -0.3 -0.2 0.005
H 4.428683 0.715134 0.236125 -0.2 -0.1 0.1 0.002
Os 0.204501 -0.585286 0.307634 7.3 4.1 -11.0 1.493
C 0.134672 2.466242 -0.983770 -0.1 -0.1 0.1 0.009
C 0.623003 3.089373 -2.304358 0.1 0.1 0.4 0.004
C -0.598044 3.548818 -0.156646 0.3 0.2 -0.1 0.003
H 1.371660 3.836070 -1.982713 -0.2 -0.2 -0.3 0.002
H -0.190320 3.614008 -2.826193 0.4 -0.4 0.0 0.000
H 1.104407 2.342882 -2.956410 -0.3 0.5 0.2 0.000
H 0.105525 4.373916 0.063345 -0.4 -0.3 0.0 0.001
H -1.037551 3.165817 0.788307 0.3 0.2 -0.5 0.000
H -1.413348 3.955461 -0.780058 0.2 -0.1 0.3 0.000
C -0.804348 1.213436 -1.043599 -1.6 0.7 -0.6 0.054
C -1.708088 1.038178 -2.256554 2.4 0.2 -2.6 0.006
H -1.408671 1.168986 -0.116437 0.5 0.0 -0.4 0.005
H -0.098249 0.364074 -1.331702 -0.7 0.4 0.3 0.023
O -1.049536 1.284029 -3.304896 -2.9 -0.7 1.6 0.005
N -3.017220 0.540199 -2.245468 1.2 -0.2 -1.5 0.001
C -3.358261 -0.757386 -1.595938 0.0 0.4 -0.3 0.005
H -3.308800 0.507172 -3.233994 0.2 0.2 0.7 0.000
C -4.143059 -0.515461 -0.341807 -0.6 0.2 0.0 0.001
C -4.636043 -1.588424 0.407120 0.5 0.5 0.2 0.001
H -4.574790 -2.590338 -0.016164 0.0 0.1 0.3 0.000
C -5.120199 -1.348252 1.689374 -0.1 0.2 -0.1 0.001
H -5.426460 -2.190880 2.307515 0.0 0.3 -0.1 0.000
C -5.206247 -0.032026 2.168184 -0.1 0.2 -0.1 0.000
H -5.554748 0.160246 3.184670 0.1 -0.1 -0.3 0.000
C -4.905141 1.052389 1.330439 -0.1 -0.4 -0.2 0.000
H -5.045259 2.091773 1.649789 0.0 -0.5 0.0 0.000
C -4.408873 0.801390 0.044269 0.2 0.0 0.6 0.000
H -4.192452 1.615839 -0.658431 0.0 -0.4 0.6 0.000
H -2.464729 -1.383426 -1.405878 -0.3 0.5 -0.1 0.005
H -3.961290 -1.323102 -2.314374 0.1 0.1 0.0 0.000
Te 1.898164 -1.342362 -1.938916 -0.2 -0.4 1.1 0.693
C 3.605729 -2.070384 -0.873485 0.2 -0.4 0.0 0.060
C 4.877275 -1.788433 -1.412716 -0.4 0.0 0.5 0.031
C 6.026070 -2.066850 -0.656417 -0.3 0.0 -0.1 -0.002
C 5.918647 -2.665299 0.602366 -0.3 0.1 -0.2 0.032
C 4.659076 -3.030634 1.092227 -0.3 -0.1 -0.3 -0.002
C 3.504395 -2.783515 0.341483 0.2 0.6 -0.3 0.028
H 4.937839 -1.328360 -2.399086 0.2 0.0 0.3 0.001
H 7.004705 -1.809548 -1.058208 -0.2 -0.1 0.1 -0.001
H 6.812518 -2.865932 1.194285 -0.3 0.1 -0.2 0.002
H 4.560277 -3.520530 2.059622 0.1 0.0 -0.2 -0.001
H 2.527456 -3.129247 0.680196 0.4 0.2 0.1 0.001

=====

(2)
28
Properties=species:S:1:pos:R:3:forces:R:3:nbo_charge:R:1 method="wB97M-V/def2-TZVPD" e_above_lowest_kcal_mol=40.7 multiplicity=1 homo_lumo_gap_ev=8.75 e_tot_ev=-35348.575
C -2.071344 -2.984564 0.813419 -1.8 -0.1 1.4 -0.204
C -1.758566 -3.181547 -0.528129 0.3 1.1 2.2 -0.237
C -2.642879 -1.793270 1.320055 1.3 0.6 -0.3 -0.219
C -1.908993 -2.109776 -1.355059 -0.5 -0.6 -2.0 -0.215
C -2.771969 -0.733112 0.375148 -2.2 0.2 1.2 -0.202
C -2.526676 -0.928118 -0.958161 1.5 0.1 -0.4 -0.232
C 1.191226 -0.203905 -0.025431 -0.8 -0.6 2.9 -0.397
C 2.909087 1.699733 -0.387803 -4.2 -0.9 2.4 -0.591
C 0.885801 0.347833 -1.303989 -0.9 1.6 -2.2 -0.425
C 3.418088 -0.595839 -1.243700 -0.2 1.5 -0.6 -0.607
C 2.275094 0.356196 -0.807412 2.7 0.4 -0.4 -0.049
O 2.184174 -2.598331 0.741930 0.9 -0.1 0.5 -0.894
S 0.584285 0.076062 1.667142 0.8 -0.7 -0.7 -0.041
S 0.953550 -1.845681 0.633203 -1.0 1.2 -0.3 1.250
H -2.063533 -3.871825 1.450587 0.5 0.4 0.2 0.211
H -1.135829 -4.028243 -0.680126 -0.1 -0.8 -1.0 0.220
H -2.746616 -1.587552 2.440107 -0.2 -0.6 -1.9 0.231
H -1.704345 -2.342541 -2.396256 0.2 0.7 -0.2 0.210
H -3.371773 0.189224 0.579704 1.1 -0.7 0.5 0.216
H 3.283338 1.391872 0.578275 0.8 0.7 0.4 0.221
H 2.083488 2.507730 -0.160034 1.9 -1.3 -0.9 0.210
H 3.657942 1.879288 -1.071471 1.5 1.2 -1.3 0.215
H -2.562780 -0.077334 -1.645437 -0.4 -0.4 0.1 0.218
H 0.472363 1.361732 -1.423949 -0.2 -0.7 0.3 0.228
H 0.608505 -0.323541 -2.075654 -0.3 -0.6 -0.7 0.221
H 3.882432 -0.930611 -0.293624 0.1 -0.2 -1.1 0.239
H 4.123273 -0.056608 -1.957478 -0.6 -0.5 1.3 0.207
H 3.016538 -1.362191 -1.882311 -0.1 -0.9 0.3 0.215

=====

(3)
20
Properties=species:S:1:pos:R:3:forces:R:3:lowdin_spin:R:1 method="wB97M-V/def2-TZVPD" e_above_lowest_kcal_mol=21.2 multiplicity=2 homo_lumo_gap_ev="2.71 / 7.09" e_tot_ev=-9394.633 charge=-1
C -1.550764 0.833789 -1.944988 0.4 0.4 0.7 0.004
C -1.234775 0.083149 1.556571 -0.1 0.0 0.2 0.295
C -1.463873 0.190156 -0.591593 0.1 0.1 -0.1 0.026
C -1.826904 -1.102364 -0.266227 0.2 -0.2 -0.4 0.127
N -1.073413 0.899392 0.480262 -0.1 0.1 0.1 0.094
N -1.633261 -1.203608 1.118273 -0.2 0.3 0.5 0.198
H -0.866018 0.261922 2.558712 0.1 0.0 -0.2 0.075
H -1.515757 -2.039525 1.652602 0.1 -0.1 -0.1 0.005
H -2.129141 -1.931559 -0.881285 0.0 0.0 0.0 0.044
H -0.800130 1.625074 -2.012907 0.2 -0.1 0.1 0.000
H -2.493630 1.378261 -2.012753 -0.3 -0.3 -0.5 0.004
H -1.350888 0.117858 -2.741983 -0.4 0.0 -0.2 0.012
C 1.891264 -0.558611 0.453475 1.1 -1.1 -1.3 0.052
C 2.605336 0.786878 0.374294 -0.6 0.4 0.2 0.013
H 1.150461 -0.602221 1.245676 -0.2 0.0 -0.2 0.016
H 1.483504 -0.797775 -0.538065 -0.8 0.4 0.3 0.018
H 2.569908 -1.435797 0.492745 0.1 0.5 0.8 0.009
H 1.994044 1.456435 -0.238197 0.1 0.0 0.0 0.001
H 3.603059 0.766656 -0.059000 0.1 -0.2 0.0 0.002
H 2.640979 1.271891 1.354393 0.3 -0.1 0.0 0.004

=====

(4)
37
Properties=species:S:1:pos:R:3:forces:R:3:nbo_charge:R:1 method="wB97M-V/def2-TZVPD" e_above_lowest_kcal_mol=12.2 multiplicity=1 homo_lumo_gap_ev=9.91 e_tot_ev=-99890.280
Kr 0.530805 -0.528018 0.235944 -0.1 0.0 0.2 -0.001
O -1.903155 0.507672 -3.313136 0.4 -0.2 -0.6 -0.980
H -2.188845 0.130192 -2.481196 -0.3 -0.3 0.8 0.506
H -2.560485 0.218682 -3.946106 -0.1 0.1 -0.2 0.478
O 4.169655 -0.256898 1.578244 -0.1 -0.1 0.2 -0.961
H 4.597865 0.027452 0.770764 -0.1 0.3 -0.5 0.499
H 4.881225 -0.598348 2.119824 0.2 -0.2 0.2 0.474
O 3.416925 1.243502 -1.424526 0.2 0.3 0.5 -0.978
H 3.713745 1.753762 -2.178016 0.1 0.2 -0.2 0.475
H 2.936985 0.508602 -1.806386 -0.4 -0.5 -0.2 0.500
O 2.019995 -0.378508 3.407464 -0.4 0.0 0.5 -0.978
H 2.665015 -0.208528 2.720954 0.3 0.1 -0.7 0.509
H 2.529675 -0.392208 4.217564 0.0 0.0 0.3 0.473
O -2.391435 2.371132 0.402104 -0.6 -0.3 0.1 -0.945
H -1.544325 2.816732 0.392974 0.5 0.0 -0.4 0.495
H -2.518405 2.115702 1.315814 0.0 0.1 0.4 0.456
O -2.815395 -0.316568 -0.791116 -0.2 -0.2 -0.3 -0.978
H -2.826885 0.440922 -0.206036 0.3 0.8 0.0 0.499
H -3.091855 -1.049208 -0.240626 0.2 -0.4 -0.1 0.482
O 1.689975 -1.066108 -2.618086 0.4 0.1 -0.2 -0.959
H 0.746475 -0.983628 -2.756806 -0.4 0.2 -0.1 0.488
H 1.814195 -1.975998 -2.348076 0.1 -0.2 0.1 0.476
O -1.916865 -4.191068 -0.981176 0.0 -0.3 -0.2 -0.946
H -1.392205 -3.805768 -1.682966 0.1 0.0 -0.2 0.458
H -2.067375 -3.469658 -0.370306 -0.1 0.3 0.5 0.486
O -2.425585 -2.268288 1.477064 -0.7 -0.3 -0.7 -0.979
H -1.762645 -2.126018 2.152714 0.8 0.2 0.4 0.510
H -3.131085 -1.661578 1.701554 -0.2 0.0 0.2 0.458
O -1.092775 2.940392 -2.394496 0.2 0.6 0.1 -0.976
H -1.287625 2.085212 -2.777806 -0.3 -0.4 -0.4 0.486
H -0.349035 2.779302 -1.813876 0.2 0.2 0.3 0.467
O -0.548165 -1.493208 3.401714 -0.8 -0.3 0.1 -0.976
H -1.108375 -1.060818 4.046264 -0.2 0.0 0.2 0.466
H 0.270115 -0.997068 3.423694 0.9 0.2 -0.2 0.512
O 0.662305 2.941882 0.029044 -0.3 0.1 0.1 -0.968
H 1.498975 2.493142 -0.092796 0.4 -0.3 -0.2 0.497
H 0.778605 3.453202 0.829834 0.1 0.2 0.2 0.475

=====

(5)
16
Properties=species:S:1:pos:R:3:forces:R:3:nbo_charge:R:1 method="wB97M-V/def2-TZVPD" e_above_lowest_kcal_mol=46.1 smiles="[H]/N=C(/N)CCC" multiplicity=1 homo_lumo_gap_ev=9.37 e_tot_ev=-7288.618
H 1.955359 -1.845520 -0.037942 -0.3 0.5 -0.3 0.334
N 2.112604 -0.886792 -0.375743 -4.5 2.9 1.5 -0.757
C 1.027414 -0.069149 -0.011203 3.7 -2.9 0.4 0.439
N 1.168971 1.275714 -0.228729 -1.1 2.4 1.8 -0.845
C -0.198572 -0.440683 0.898303 0.1 2.2 0.0 -0.471
C -1.552017 0.205418 0.476243 0.9 2.0 0.9 -0.369
C -2.115040 -0.231988 -0.833701 1.9 1.1 -1.6 -0.619
H 2.196292 1.552447 -0.434011 -2.7 -0.3 0.7 0.429
H 0.406792 1.965367 0.445670 3.8 -2.7 -2.9 0.401
H -0.382282 -1.481104 0.921323 0.4 -1.3 0.4 0.218
H 0.003930 0.030192 1.937980 0.0 -1.2 -1.5 0.226
H -2.319684 -0.002062 1.237724 0.5 0.3 0.2 0.208
H -1.291893 1.328370 0.461768 -1.2 -1.3 0.1 0.169
H -1.384112 0.167643 -1.630593 -1.5 -0.5 0.7 0.213
H -3.159527 0.063829 -0.996487 0.5 -0.1 -0.1 0.220
H -1.966609 -1.283200 -0.851989 -0.5 -1.2 -0.4 0.204